(1)
{"formula": "C28H27ClF32N5O5PS", "method": "the ωB97M-V functional and the def2-TZVPD basis", "homo_energy_ev": -8.8, "charge": 0, "species": ["N", "C", "N", "N", "C", "C", "C", "P", "O", "Cl", "C", "C", "C", "N", "S", "N", "C", "H", "H", "H", "H", "H", "H", "H", "H", "H", "H", "H", "C", "C", "C", "F", "F", "F", "F", "O", "C", "C", "F", "F", "F", "F", "H", "H", "H", "H", "C", "C", "C", "F", "F", "F", "F", "O", "C", "C", "F", "F", "F", "F", "H", "H", "H", "H", "C", "C", "C", "F", "F", "F", "F", "O", "C", "C", "F", "F", "F", "F", "H", "H", "H", "H", "C", "C", "C", "F", "F", "F", "F", "O", "C", "C", "F", "F", "F", "F", "H", "H", "H", "H"], "positions_angstrom": [[5.23853, 4.00556, -2.22143], [4.53651, 2.71361, -2.19745], [4.11960, 2.31392, -3.54616], [5.53858, 1.69193, -1.72890], [3.36231, 2.63691, -1.12050], [1.97256, 3.04730, -1.67203], [0.78878, 2.21815, -1.44475], [0.82559, 0.58582, -0.53098], [1.66222, -0.46018, -1.58730], [1.90228, 0.77254, 1.28874], [-0.58287, 2.63572, -1.94502], [-0.84459, 3.82512, -2.68590], [0.32381, 4.72590, -2.95159], [0.25356, 5.90898, -3.64421], [1.83244, 6.45923, -3.58759], [2.63726, 5.26204, -2.76138], [1.69977, 4.31560, -2.44185], [5.12667, 4.50168, -3.10079], [5.02479, 4.58891, -1.41801], [3.80140, 1.34347, -3.48199], [4.89423, 2.34865, -4.21010], [6.14272, 1.40995, -2.49884], [6.09369, 2.15406, -1.00419], [3.64857, 3.36200, -0.31056], [3.34509, 1.57779, -0.77114], [1.41946, -0.14432, -2.47835], [-1.44977, 1.97611, -1.71159], [-1.88309, 4.04433, -3.01492], [-1.94400, -3.55105, 4.38587], [-2.92940, -2.36378, 4.39083], [-3.87499, -2.26134, 3.19258], [-3.22179, -2.13158, 2.02192], [-4.66512, -1.16426, 3.31724], [-2.23255, -1.21635, 4.55889], [-3.70297, -2.49853, 5.50525], [-0.61801, -3.29802, 3.91561], [-0.39336, -3.33104, 2.53668], [-0.00820, -1.96203, 1.96987], [-0.94097, -1.02637, 2.23641], [0.11439, -2.02502, 0.62030], [-1.45781, -3.87654, 1.91546], [0.63117, -4.19020, 2.34296], [-1.80100, -3.82404, 5.43277], [-2.37278, -4.44296, 3.92619], [-4.52723, -3.13794, 3.13337], [0.94040, -1.62166, 2.39046], [-1.08085, 7.41992, -8.78315], [-1.67514, 6.36039, -9.73199], [-3.20170, 6.26932, -9.77692], [-3.74058, 5.96751, -8.58103], [-3.58252, 5.28619, -10.63164], [-1.12533, 5.15834, -9.44695], [-1.25203, 6.67811, -10.99029], [-0.65541, 6.98413, -7.49164], [-1.61980, 6.88091, -6.48338], [-1.84795, 5.43245, -6.03069], [-2.20364, 4.63497, -7.05988], [-2.85042, 5.36474, -5.11913], [-2.75402, 7.49187, -6.87984], [-1.15177, 7.60838, -5.44558], [-0.15886, 7.75895, -9.25925], [-1.70435, 8.31381, -8.72115], [-3.63957, 7.20787, -10.13054], [-0.94503, 5.01852, -5.57967], [6.51404, -3.84838, 0.64630], [7.79771, -3.26798, 0.02040], [8.72603, -2.50084, 0.96392], [8.13088, -1.43188, 1.52452], [9.79889, -2.03026, 0.27776], [7.46171, -2.51291, -1.04971], [8.50698, -4.32496, -0.47345], [5.31225, -3.09125, 0.50609], [5.07804, -2.05924, 1.41926], [5.09389, -0.67720, 0.76178], [6.25518, -0.43910, 0.12362], [4.95119, 0.30065, 1.69136], [5.94086, -2.16104, 2.44937], [3.84996, -2.28643, 1.93769], [6.30686, -4.76826, 0.09626], [6.66802, -4.17209, 1.67743], [9.09836, -3.15147, 1.76124], [4.28275, -0.58481, 0.03466], [-7.73321, -5.58503, 6.23137], [-6.32281, -4.98768, 6.05956], [-5.15346, -5.96871, 6.15794], [-5.09360, -6.59121, 7.34821], [-3.97768, -5.30304, 6.01011], [-6.17129, -3.96468, 6.92771], [-6.27965, -4.43150, 4.81107], [-8.33408, -5.49216, 7.52282], [-8.00024, -6.46304, 8.47195], [-7.22524, -5.88405, 9.65904], [-6.10046, -5.25449, 9.26430], [-6.85020, -6.87197, 10.50581], [-7.35613, -7.48255, 7.87218], [-9.16924, -6.97122, 8.91706], [-8.38784, -4.98495, 5.59652], [-7.80559, -6.59572, 5.82513], [-5.20914, -6.72750, 5.37121], [-7.84058, -5.16749, 10.20827]], "atomic_forces_ev_per_a": [[-0.27, -0.35, -0.34], [1.48, -0.74, 0.19], [-0.60, 0.19, 0.57], [-0.90, 0.25, 0.50], [-0.16, 0.72, -1.32], [-2.76, -0.44, -0.32], [1.85, 2.36, -1.00], [-1.88, -0.63, -0.51], [-0.07, 1.53, 0.74], [0.29, 0.17, -1.04], [0.78, 1.28, -0.57], [1.86, -1.30, 1.17], [-0.48, -1.13, 0.34], [2.52, -1.98, 1.87], [-0.34, -1.18, 0.43], [-2.67, -0.04, -0.36], [-0.33, 0.64, -0.25], [-0.32, 0.04, 0.50], [-0.13, 0.00, -0.53], [0.18, 0.35, -0.17], [-0.11, 0.01, 0.40], [0.00, 0.38, 0.28], [0.10, -0.46, -0.38], [-0.31, -0.94, -0.42], [-0.07, 1.15, -0.10], [0.35, -0.18, 0.25], [0.89, 0.48, -0.15], [1.05, 0.02, 0.21], [0.26, -0.52, 0.51], [0.84, 0.19, 0.27], [-0.73, 0.19, -0.21], [-0.01, 0.00, 0.11], [0.09, -0.06, 0.26], [-0.15, 0.00, -0.19], [-0.23, -0.18, -0.29], [-0.46, 0.57, -0.91], [-0.46, -1.00, 1.06], [0.34, 0.65, -0.17], [0.04, -0.21, 0.11], [0.00, -0.52, 0.17], [0.24, 0.15, -0.39], [0.18, 0.36, -0.16], [0.00, 0.25, -0.03], [-0.08, 0.24, -0.20], [0.10, -0.05, 0.13], [0.02, -0.23, 0.06], [0.58, 0.59, -0.02], [0.68, -0.32, 0.52], [-0.64, -0.15, -0.47], [0.10, 0.03, -0.08], [0.28, 0.07, -0.07], [-0.24, 0.01, -0.02], [-0.36, 0.25, 0.01], [-0.98, -0.64, 0.06], [0.59, 1.24, -0.68], [0.09, -0.75, 0.28], [0.09, 0.21, -0.03], [0.05, 0.39, 0.01], [-0.19, -0.25, 0.38], [-0.15, -0.40, -0.01], [-0.01, -0.25, -0.01], [-0.21, -0.24, 0.02], [0.15, 0.05, 0.02], [0.07, 0.27, -0.04], [-0.43, -0.71, 0.00], [-0.77, 0.18, -0.50], [0.75, 0.18, 0.17], [0.01, -0.11, -0.07], [-0.11, -0.22, -0.16], [0.17, 0.09, 0.16], [0.16, -0.01, 0.40], [0.60, 0.93, 0.30], [0.15, -1.44, 0.10], [-0.15, 0.80, -0.58], [0.00, -0.37, 0.18], [0.00, -0.35, 0.25], [-0.20, 0.41, 0.12], [-0.07, 0.37, -0.18], [0.06, 0.18, -0.16], [0.15, 0.28, -0.01], [-0.11, -0.10, -0.06], [-0.05, -0.19, 0.06], [-0.75, 0.03, -0.41], [-0.53, 0.54, 0.66], [0.66, -0.25, -0.24], [-0.04, 0.11, -0.10], [-0.16, 0.14, -0.15], [0.18, -0.19, -0.03], [0.14, -0.41, -0.15], [1.03, -0.34, 0.45], [-0.72, -0.05, -1.37], [0.28, 0.32, 0.66], [-0.20, -0.03, -0.11], [-0.25, -0.15, -0.21], [0.09, -0.10, 0.46], [0.17, 0.18, 0.37], [0.15, 0.15, 0.13], [0.27, -0.01, 0.16], [-0.14, 0.07, -0.03], [-0.15, -0.08, -0.13]]}



(2)
{"formula": "C28H27ClNO7PSi", "method": "the ωB97M-V functional and the def2-TZVPD basis", "homo_energy_ev": -8.6, "charge": 0, "smiles": "C[Si](C)(C)c1c(Cl)c2c(c(P(O)O)c1CCCO)C(=O)NC2=O.O=C1c2ccccc2C(=O)c2ccccc21", "species": ["C", "Si", "C", "C", "C", "C", "Cl", "C", "C", "C", "P", "O", "O", "C", "C", "C", "C", "O", "C", "O", "N", "C", "O", "H", "H", "H", "H", "H", "H", "H", "H", "H", "H", "H", "H", "H", "H", "H", "H", "H", "H", "H", "O", "C", "C", "C", "C", "C", "C", "C", "C", "O", "C", "C", "C", "C", "C", "C", "H", "H", "H", "H", "H", "H", "H", "H"], "positions_angstrom": [[-5.74697, 1.05981, -2.30569], [-4.60025, 0.23024, -3.56777], [-5.14130, 0.59927, -5.33129], [-4.92114, -1.62763, -3.36143], [-2.80403, 0.75710, -3.13762], [-2.20012, 1.82430, -3.77509], [-3.05139, 2.78691, -4.96283], [-0.93636, 2.21868, -3.53223], [-0.15978, 1.54805, -2.59412], [-0.71085, 0.50939, -1.89027], [0.26045, -0.38723, -0.58434], [-0.43662, -0.03384, 0.88772], [1.78226, 0.17460, -0.44021], [-2.02834, 0.12432, -2.17202], [-2.53822, -1.03459, -1.33473], [-2.17890, -2.45690, -1.88174], [-1.10054, -2.51606, -2.96072], [-1.57114, -2.09854, -4.25212], [1.20007, 2.24887, -2.64835], [2.33146, 1.87348, -2.53582], [0.85023, 3.60908, -3.03736], [-0.08833, 3.35386, -4.10762], [-0.13787, 3.92567, -5.16431], [-5.44938, 0.72310, -1.30943], [-5.73008, 2.14506, -2.38554], [-6.74423, 0.64654, -2.47593], [-6.05713, 0.05653, -5.56584], [-4.35368, 0.42562, -6.06430], [-5.37873, 1.66194, -5.39942], [-5.22215, -1.90185, -2.35117], [-5.76484, -1.84119, -4.02542], [-4.09259, -2.22039, -3.73406], [-1.26918, 0.43894, 0.77254], [1.83490, 1.06808, -0.06844], [-2.14748, -0.99138, -0.32380], [-3.61895, -0.99052, -1.20478], [-3.04763, -2.99821, -2.24211], [-1.79756, -3.04178, -1.03980], [-0.18590, -1.98872, -2.70991], [-0.81726, -3.57080, -3.06470], [-1.89897, -2.88918, -4.68459], [0.49258, 4.18983, -2.29214], [2.23101, -1.82597, 6.05530], [3.02370, -1.10848, 5.48090], [3.44030, -1.39704, 4.08158], [2.89569, -2.48999, 3.42083], [3.24557, -2.74934, 2.10647], [4.13947, -1.91573, 1.44249], [4.69732, -0.83378, 2.10292], [4.35616, -0.57308, 3.42382], [4.97842, 0.58383, 4.12366], [5.81374, 1.26932, 3.57113], [4.54669, 0.88525, 5.51692], [5.08921, 1.98188, 6.17499], [4.67391, 2.29265, 7.45854], [3.71364, 1.50908, 8.09083], [3.17983, 0.40743, 7.44431], [3.59676, 0.08783, 6.15823], [2.19467, -3.13393, 3.93391], [2.81489, -3.59948, 1.59371], [4.40140, -2.11103, 0.41119], [5.39656, -0.18723, 1.59046], [5.83221, 2.59272, 5.68079], [5.09504, 3.14940, 7.96832], [3.38387, 1.75904, 9.09083], [2.43589, -0.20380, 7.93667]], "atomic_forces_ev_per_a": [[0.45, -0.56, -0.46], [-0.59, -0.44, 0.31], [0.11, 0.67, 0.33], [-0.15, 0.49, -0.45], [-0.46, -0.35, -0.13], [-1.17, 0.54, -1.31], [0.00, 0.02, 0.18], [1.83, 0.46, -0.53], [0.56, 0.26, -0.70], [0.95, 0.76, 1.27], [0.60, -2.88, 0.05], [0.04, 0.81, -0.75], [-1.16, 0.78, 0.23], [-0.02, -0.80, 0.92], [-0.58, -0.68, -0.42], [0.76, 0.27, 0.31], [-0.35, -1.01, -0.44], [0.09, 0.30, 0.29], [-0.07, 0.35, 1.03], [-1.02, 0.08, 0.03], [1.49, -0.11, -1.46], [-1.33, 0.67, 0.18], [0.04, -0.62, 1.25], [0.04, 0.27, 0.06], [-0.17, 0.01, 0.16], [-0.10, 0.30, -0.04], [0.15, -0.25, -0.04], [-0.14, -0.25, -0.06], [-0.09, -0.08, -0.08], [0.20, -0.16, 0.00], [-0.05, 0.03, 0.11], [0.02, -0.09, 0.15], [0.07, 0.24, 0.26], [0.29, 0.05, -0.10], [0.03, 0.12, -0.03], [-0.01, 0.17, -0.11], [-0.12, 0.14, 0.00], [0.00, 0.03, 0.00], [-0.14, 0.27, -0.03], [0.15, 0.06, 0.23], [-0.06, 0.05, -0.18], [-0.03, 0.06, 0.02], [0.01, 0.02, 0.00], [-0.20, -0.20, 0.12], [0.08, 0.11, 0.00], [-0.06, -0.13, -0.13], [0.03, 0.05, -0.02], [-0.03, -0.02, 0.09], [0.03, -0.06, -0.19], [-0.10, -0.04, 0.09], [0.21, 0.16, -0.17], [-0.02, 0.00, 0.02], [-0.09, -0.10, 0.03], [0.03, 0.13, 0.12], [-0.05, -0.05, 0.01], [0.05, 0.02, -0.05], [-0.03, 0.07, 0.16], [0.08, 0.08, -0.09], [0.00, 0.08, 0.10], [0.00, 0.01, -0.01], [-0.02, 0.01, 0.00], [0.02, 0.06, 0.11], [-0.02, -0.08, -0.11], [0.00, 0.00, 0.00], [0.00, -0.01, 0.00], [0.01, -0.09, -0.10]]}



(3)
{"formula": "C28H27FeN2O3S", "method": "the ωB97M-V functional and the def2-TZVPD basis", "homo_energy_ev": [-8.8, -10.7], "charge": 1, "multiplicity": 5, "relative_energy_kcal_mol": 0.00, "species": ["O", "C", "Fe", "C", "O", "C", "O", "C", "C", "C", "C", "C", "C", "H", "H", "H", "H", "H", "H", "H", "C", "C", "C", "C", "C", "N", "C", "C", "C", "C", "C", "C", "S", "C", "N", "C", "C", "C", "C", "C", "C", "C", "H", "H", "H", "H", "H", "H", "H", "H", "H", "H", "H", "H", "H", "H", "H", "H", "H", "H", "H", "H"], "positions_angstrom": [[-0.40133, 1.80977, -3.01770], [-0.56963, 0.85938, -2.34379], [-0.66378, -0.55592, -1.27915], [-2.33880, -0.80271, -1.76416], [-3.37597, -0.54990, -2.23016], [0.10310, -1.81674, -2.34093], [0.51235, -2.44114, -3.21818], [-1.29565, 2.94272, 2.24980], [0.06451, 2.56577, 1.60751], [0.31592, 1.25925, 0.98639], [-0.65179, 0.28655, 0.88541], [-1.94456, 0.55250, 1.55140], [-2.23207, 1.77108, 2.09827], [-1.11128, 2.94908, 3.40106], [-0.00697, 3.26865, 0.77829], [0.93208, 2.88503, 2.22407], [1.29184, 1.21045, 0.44269], [-0.32049, -0.75938, 0.83847], [-2.73070, -0.22861, 1.40386], [-3.20390, 1.88315, 2.61929], [0.26157, 9.25170, 2.29635], [-0.23608, 7.94323, 2.95604], [0.75646, 7.55838, 4.05088], [-0.51247, 6.76686, 1.98216], [-1.45473, 7.28043, 0.94184], [-1.91043, 6.14631, 0.13479], [-2.55192, 6.38276, -1.11594], [-2.94254, 5.20441, -1.72273], [-3.57494, 5.21532, -2.99483], [-3.83221, 6.47400, -3.58191], [-3.44564, 7.67949, -2.97558], [-2.78307, 7.64446, -1.71243], [-2.54826, 3.82786, -0.68469], [-1.89906, 4.83085, 0.54750], [-1.58271, 4.39627, 1.78738], [-1.08980, 5.49011, 2.66626], [-2.21488, 5.89350, 3.59139], [-2.00495, 5.70621, 4.96085], [-2.92017, 6.21496, 5.87886], [-4.06819, 6.86632, 5.42226], [-4.32766, 6.97460, 4.05402], [-3.41739, 6.44447, 3.12948], [1.13906, 9.06801, 1.65691], [-0.51591, 9.74847, 1.69814], [0.56055, 9.96208, 3.08582], [-1.19838, 8.19843, 3.44191], [1.65540, 7.11793, 3.59718], [1.05926, 8.44881, 4.62276], [0.33038, 6.83935, 4.75906], [0.46432, 6.50338, 1.53768], [-2.32310, 7.77620, 1.41899], [-0.95642, 8.00435, 0.27581], [-3.83905, 4.27659, -3.47956], [-4.35270, 6.52185, -4.54529], [-3.63707, 8.65180, -3.44678], [-2.45955, 8.55227, -1.21296], [-0.28040, 5.04868, 3.25926], [-1.08750, 5.21408, 5.29202], [-2.69652, 6.12895, 6.94131], [-4.77658, 7.28340, 6.13799], [-5.21577, 7.48834, 3.68050], [-3.63008, 6.51889, 2.05965]], "atomic_forces_ev_per_a": [[-0.85, -2.86, 2.01], [1.57, 3.80, -2.65], [0.15, 0.24, 2.26], [-4.43, 0.79, -1.70], [1.99, -1.00, 1.08], [1.82, -1.28, -2.20], [-0.86, 0.78, 1.60], [1.66, -1.31, 1.50], [0.16, 1.51, -0.37], [3.15, 2.00, -0.21], [-4.06, -1.82, 1.73], [2.28, -2.43, -3.48], [-2.12, 2.37, 0.79], [-0.60, 0.86, -1.84], [1.06, 0.19, -0.48], [-0.50, -0.02, -0.22], [-0.99, -0.20, 0.59], [-0.23, -0.23, -0.08], [0.76, 0.78, 0.72], [0.58, -0.06, -0.48], [-0.07, -0.25, -0.27], [-0.27, 0.31, 0.87], [0.13, -0.12, 0.10], [0.80, 0.10, 0.11], [-0.20, -0.07, -0.54], [-0.31, -0.42, 0.17], [0.19, 0.50, 0.15], [-0.41, -0.09, -1.00], [0.40, 0.74, 0.81], [0.03, -0.50, 0.00], [0.74, -0.41, 1.51], [-0.41, -0.75, -0.78], [-0.23, -0.50, -0.47], [-0.68, 0.53, 0.07], [0.08, 0.66, -0.97], [-0.22, 0.23, 1.06], [-0.10, -0.63, 0.51], [-0.26, 0.47, -0.16], [0.03, -0.01, -0.12], [-0.05, 0.02, 0.06], [0.32, -0.29, -0.25], [0.01, 0.29, 0.47], [-0.19, 0.09, 0.15], [0.24, -0.15, 0.09], [-0.15, -0.34, -0.35], [0.33, -0.17, -0.14], [-0.06, 0.10, 0.18], [-0.09, -0.37, -0.17], [0.18, 0.12, -0.15], [-0.36, -0.02, -0.14], [0.47, -0.13, -0.37], [-0.21, -0.41, 0.25], [-0.05, 0.34, 0.05], [0.28, -0.15, 0.41], [0.05, -0.58, 0.19], [-0.13, -0.09, -0.17], [-0.16, 0.13, -0.07], [-0.30, 0.17, 0.01], [-0.26, 0.00, -0.21], [0.21, -0.09, -0.18], [0.18, -0.25, 0.26], [-0.06, -0.12, 0.46]]}